This record from the Open Molecules 2025 dataset describes 2 unconnected molecules or ions with the total composition C2H2ClF2I at a distorted geometry. The level of theory is the ωB97M-V functional and the def2-TZVPD basis.

Structure (XYZ):
```
8
Properties=species:S:1:pos:R:3
C 0.49 -1.22 0.65
C -0.72 1.39 -1.56
F -0.46 -1.24 1.69
F -0.45 2.31 -2.38
Cl 1.96 -0.65 1.40
I -1.73 2.17 0.04
H 0.73 -2.27 0.26
H 0.18 -0.49 -0.11
```

Results
**Strongest force on any atom**: 1.77 eV Å⁻¹
**E_tot**: -1034.8972 Ha
**HOMO-LUMO gap**: 8.713 eV
**E_LUMO**: -0.93 eV
**Energy above the lowest of the compared OMol25 structures with the same formula, charge and spin**: 73.8 kcal per mole

This record from the Open Molecules 2025 dataset describes a molecular structure, C28H31N5Ni. The level of theory is the ωB97M-V functional and the def2-TZVPD basis.

Structure (XYZ):
```
65
Properties=species:S:1:pos:R:3
Ni -0.18 0.55 -0.55
C 1.98 0.14 2.82
C 1.71 1.42 2.02
C 2.47 1.53 0.70
N 1.96 0.63 -0.31
C 2.65 -0.23 -0.98
C 4.01 -0.59 -0.66
C 4.94 -1.38 -1.29
C 4.87 -2.11 -2.49
C 3.74 -2.22 -3.28
C 2.47 -1.68 -3.15
C 1.89 -0.82 -2.16
N 0.66 -0.40 -2.23
C -0.19 -0.66 -3.37
C -1.35 0.34 -3.39
C -2.52 -0.02 -2.46
N -2.01 -0.40 -1.17
C -2.41 -1.43 -0.50
C -3.44 -2.35 -0.94
C -4.19 -3.26 -0.24
C -4.17 -3.64 1.10
C -3.20 -3.23 2.01
C -2.07 -2.46 1.84
C -1.57 -1.73 0.71
N -0.37 -1.22 0.65
C 0.62 -1.70 1.59
C 0.82 -0.86 2.87
H 2.24 0.41 3.85
H 2.86 -0.38 2.42
H 1.98 2.30 2.62
H 0.65 1.53 1.79
H 3.55 1.45 0.86
H 2.27 2.53 0.30
H 4.35 -0.16 0.28
H 5.89 -1.44 -0.77
H 5.76 -2.65 -2.79
H 3.86 -2.84 -4.16
H 1.78 -1.98 -3.93
H -0.57 -1.69 -3.35
H 0.37 -0.55 -4.31
H -1.74 0.43 -4.41
H -0.95 1.32 -3.10
H -3.13 -0.80 -2.94
H -3.16 0.86 -2.34
H -3.69 -2.27 -1.99
H -4.95 -3.76 -0.85
H -4.95 -4.31 1.45
H -3.33 -3.61 3.02
H -1.47 -2.34 2.73
H 1.58 -1.72 1.05
H 0.39 -2.73 1.87
H 1.01 -1.56 3.69
H -0.11 -0.34 3.11
N -0.74 2.24 -0.08
C -1.09 3.22 0.69
C -1.52 3.07 2.08
C -1.86 4.13 2.88
C -1.83 5.46 2.44
C -1.44 5.66 1.10
C -1.09 4.62 0.27
H -1.59 2.05 2.46
H -2.17 3.92 3.90
H -2.10 6.28 3.08
H -1.40 6.67 0.71
H -0.79 4.82 -0.76
```

Results
**Charge**: -2
**Strongest force on any atom**: 0.22 eV Å⁻¹
**E_tot**: -2867.5559 Ha
**<S²>**: 2.02
**HOMO-LUMO gap (alpha / beta)**: 4.524 / 4.326 eV
**E_LUMO (alpha / beta)**: 4.97 / 4.97 eV
**Multiplicity**: 3

This record from the Open Molecules 2025 dataset describes a molecular structure, C4H5NO2 at a distorted geometry. The level of theory is the ωB97M-V functional and the def2-TZVPD basis.

Structure (XYZ):
```
12
Properties=species:S:1:pos:R:3
N -0.47 -0.11 0.47
C 0.03 0.91 -0.68
C 0.40 2.15 -0.40
O 0.10 0.07 -1.66
O 0.10 -0.15 1.77
C -0.21 -1.27 -0.38
C -0.11 -2.50 -0.24
H 0.38 -1.08 1.87
H -1.46 0.07 0.62
H 0.05 2.64 0.50
H 1.05 2.65 -1.09
H 0.15 -3.38 -0.79
```

Results
**Strongest force on any atom**: 1.71 eV Å⁻¹
**E_tot**: -360.4015 Ha
**HOMO-LUMO gap**: 9.088 eV
**E_LUMO**: 0.47 eV
**Energy above the lowest of the compared OMol25 structures with the same formula, charge and spin**: 168.1 kcal per mole